No. 1
Computed, not measured: 2 unconnected molecules or ions with the total composition C30H57Br2FIN6O3S2 at a distorted geometry, with ωB97M-V/def2-TZVPD.

Last column: Löwdin charge in e.
Positions of all 102 atoms, in Å:
I 3.94029 1.34319 -1.55911  1.03
Br 2.64755 3.94410 0.93304  0.65
Br -2.14068 4.96322 1.56003  0.68
S 1.70648 -1.93419 -3.38319  0.75
S 1.26040 -2.76706 -6.37004  0.60
F 0.62453 -0.09466 2.76760  -0.07
O 2.44730 -3.39408 2.43046  -0.01
O -4.72406 -3.38141 4.96242  -0.21
O 3.27814 -1.21038 1.51816  -0.07
N -0.43820 0.83059 -0.57754  -0.03
N 3.70558 -3.32972 -5.10828  -0.22
N -2.45865 1.34108 0.91123  -0.04
N 1.84157 1.31587 -1.69088  -0.38
N -4.39882 -1.35857 6.99022  0.04
N 1.81029 0.45921 0.60508  -0.05
C -0.00726 2.16019 1.55663  -0.14
C 1.12120 0.98850 1.83814  -0.17
C 4.61471 -2.33928 -5.81143  -0.24
C -2.43691 0.31704 2.00614  -0.21
C 2.10150 -1.01128 0.64139  -0.18
C 0.68227 3.65381 1.24748  -0.53
C -0.17101 4.90925 1.22388  -0.62
C -6.79766 -1.76870 6.81436  -0.07
C -0.13933 -1.62267 -3.44983  -0.48
C 0.17260 5.59727 -3.98260  -0.25
C -5.26981 -2.07283 4.76743  -0.21
C 1.02740 0.87184 -0.66022  -0.16
C -2.04332 -1.22615 1.49475  -0.23
C -1.22418 0.04930 -1.52778  -0.16
C -0.66290 -1.47731 -1.89171  -0.20
C -5.68464 -4.37584 5.28348  -0.10
C 3.41254 -1.67603 4.13448  -0.02
C -1.11414 1.73833 0.37423  -0.27
C 0.33753 3.23011 -2.68426  -0.15
C -5.54661 -1.29649 6.07550  -0.43
C 4.25884 -3.78269 -3.77471  -0.28
C 0.57509 6.37435 0.92239  -0.17
C 2.31524 -2.74321 -4.99965  -0.93
C 1.21861 1.83539 -2.96004  -0.23
C 1.72920 6.12038 -4.10815  -0.14
C -2.49477 -2.39597 2.55175  -0.12
C 3.00597 -2.17835 2.59173  -0.27
C 4.95577 -0.98688 -4.94496  -0.12
C 0.21317 3.95778 -4.18499  -0.21
C 5.73011 -4.55430 -3.96382  -0.10
H -5.29171 -5.34425 4.96068  0.09
H -0.25140 7.20518 0.97585  0.08
H -2.11920 -2.07821 3.61409  0.09
H -0.49096 6.06067 -4.84994  0.12
H 5.88469 -5.17011 -2.97179  0.09
H 4.07772 -0.69086 4.02529  0.09
H -0.47447 -0.74955 -4.15487  0.09
H -1.57163 -2.24597 -1.79334  0.13
H -0.81947 3.59045 -4.61515  0.12
H -3.67935 -2.53193 2.49678  0.09
H -1.29543 2.77000 -0.20377  0.12
H 3.52623 -4.58617 -3.31413  0.13
H 4.08692 -2.46386 4.67650  0.10
H -0.63027 -2.61337 -3.89763  0.10
H -0.93083 -1.31102 1.13048  0.07
H 5.56361 -1.31872 -3.97724  0.07
H 1.30945 6.57451 1.84133  0.10
H -6.16091 -2.11678 4.12758  0.12
H 4.02220 -1.96850 -6.77817  0.12
H 0.15674 -1.86238 -1.15321  0.08
H 1.07164 3.62447 -4.92122  0.12
H -3.58895 -0.94442 6.52760  0.07
H -1.25169 0.61182 -2.58097  0.12
H -4.51105 -1.51967 4.20197  0.08
H -5.82277 -4.42365 6.36459  0.08
H 1.97353 1.53364 2.47421  0.16
H -3.07947 2.15100 1.13716  0.09
H 2.46508 -1.33861 4.75589  0.10
H 0.98507 3.87524 -1.95308  0.10
H 2.36992 5.41700 -3.40201  0.07
H 0.62608 1.05202 -3.59438  0.11
H -4.14125 -2.34501 7.08966  0.07
H 4.00140 -0.41997 -4.53399  0.04
H 2.09106 5.88107 -5.21053  0.09
H -0.55947 2.32141 2.60322  0.16
H 5.56084 -2.90206 -6.21473  0.13
H -5.71187 -0.24673 5.80300  0.13
H 2.12144 2.19554 -3.65349  0.11
H -1.82864 0.59381 2.96604  0.11
H 1.19558 6.37003 -0.07604  0.07
H 1.19612 -1.71370 0.87463  0.14
H 5.76851 -5.20470 -4.94292  0.10
H -6.63931 -2.70549 7.35546  0.07
H 1.84741 7.26584 -3.83810  0.09
H 2.47030 -1.31457 -0.45324  0.12
H 6.53475 -3.68412 -3.94402  0.08
H -2.71107 -1.38890 0.51852  0.11
H -7.63346 -1.90967 6.12183  0.08
H -0.74037 2.97963 -2.30329  0.11
H -2.37085 -0.12042 -1.26215  0.15
H -7.10398 -1.02308 7.55680  0.08
H -6.64107 -4.20542 4.78101  0.09
H 4.45570 -2.92541 -3.00084  0.10
H -3.56791 0.20563 2.37672  0.14
H -0.33426 5.83461 -2.94754  0.11
H 5.67186 -0.29941 -5.57775  0.09
H -2.06170 -3.44963 2.19386  0.10

Properties
Strongest force on any atom = 9.03 eV Å⁻¹
Spin multiplicity = 1
Net charge = +1
E_LUMO = -4.6 eV
Energy relative to the best compared isomer or geometry (same formula, charge and spin) = 1444.0 kJ/mol

***

No. 2
Computed, not measured: 9 unconnected molecules or ions with the total composition C30H57Br4N7O2 at a distorted geometry, with ωB97M-V/def2-TZVPD.

Last column: Löwdin charge in e.
Positions of all 100 atoms, in Å:
Br 25.15663 16.06659 -1.34250  0.59
Br 24.28181 11.51088 -1.78213  0.63
Br 25.26659 21.84420 -0.47801  0.60
Br 26.93104 19.52248 -3.17698  0.57
O 28.28561 13.77580 -10.98668  0.21
O 19.50756 18.95376 -7.25968  -0.03
N 18.26742 17.15205 -6.52255  -0.16
N 19.82729 24.48129 -5.92211  0.13
N 21.46816 14.10043 -3.80654  0.17
N 26.67507 15.14173 -11.93477  0.01
N 27.81357 14.37932 -4.41880  0.18
N 25.19989 16.09937 -7.88439  0.13
N 20.73985 15.83028 -12.95010  0.14
C 27.36332 13.99357 -11.72458  -0.22
C 20.87097 17.33376 -9.54656  -0.10
C 28.78338 14.04822 -4.97306  -0.24
C 24.34417 14.20684 -1.12970  -0.60
C 20.72077 13.27045 -3.64951  -0.21
C 29.97875 13.75236 -5.64799  -0.19
C 25.16530 16.30692 -6.75809  -0.19
C 28.82830 14.70490 -7.88269  -0.09
C 25.37751 15.24795 -12.72623  0.07
C 21.68399 21.50851 -4.48961  -0.09
C 23.80472 16.74251 -4.69204  -0.28
C 24.86859 13.29621 -2.24566  -0.72
C 30.09287 14.62343 -6.94682  -0.21
C 17.02352 16.52015 -6.68569  -0.10
C 19.65212 12.24098 -3.52696  -0.19
C 22.49389 17.42928 -11.64998  -0.16
C 21.66943 18.17763 -10.56755  -0.25
C 25.13256 16.83301 -5.35955  -0.21
C 25.01674 19.90632 -2.64847  -0.61
C 18.20920 12.69381 -5.58159  -0.09
C 26.95435 16.37800 -11.20194  0.03
C 20.28279 21.07267 -5.04825  -0.25
C 19.81845 23.34041 -6.12933  -0.24
C 19.69520 21.85110 -6.26289  -0.18
C 18.29163 12.54784 -4.06168  -0.26
C 21.52318 16.50681 -12.34301  -0.22
C 18.42280 18.37679 -7.13963  -0.28
C 22.73374 17.57082 -5.45798  -0.07
C 24.93654 20.00171 -1.11509  -0.67
C 19.19268 16.61808 -5.49062  -0.02
H 26.22397 16.64738 -10.43900  0.10
H 20.02664 17.84863 -9.08820  0.05
H 30.86150 14.05432 -7.46972  0.10
H 23.28738 14.39329 -0.93852  0.05
H 19.80952 11.96091 -2.48538  0.12
H 26.97715 17.17487 -11.94529  0.12
H 25.67339 17.77860 -5.32135  0.08
H 24.72682 13.93712 -0.14536  0.04
H 25.71016 16.27343 -4.62378  0.08
H 25.70544 19.34217 -0.71271  0.02
H 19.87263 17.41554 -5.19090  0.06
H 20.47197 16.47758 -10.09049  0.06
H 30.84520 13.94693 -5.01592  0.13
H 29.98597 12.67702 -5.82602  0.13
H 19.53746 21.08570 -4.25302  0.11
H 20.03425 11.35231 -4.02931  0.12
H 24.82630 20.89522 -3.06552  0.03
H 22.18795 18.85513 -9.88914  0.10
H 18.83426 13.50354 -5.95806  0.06
H 20.90130 18.89623 -10.85334  0.11
H 29.01828 15.13443 -8.86630  0.04
H 28.44667 13.69210 -8.01190  0.07
H 18.79759 11.82346 -5.87206  0.07
H 22.87458 18.60849 -5.15550  0.06
H 23.23247 16.83697 -11.10984  0.08
H 25.63826 15.99982 -13.47109  0.12
H 19.80197 15.78759 -5.84724  0.07
H 17.84013 13.39644 -3.54775  0.11
H 23.85773 16.97720 -3.62892  0.04
H 17.65998 11.73214 -3.70992  0.11
H 21.70249 17.38284 -5.15914  0.04
H 18.77132 16.12898 -4.61236  0.09
H 17.52061 18.80450 -7.60366  0.14
H 30.63247 15.55685 -6.78664  0.11
H 21.35502 22.43503 -4.01903  0.07
H 20.37129 21.82292 -7.11741  0.11
H 16.40476 16.46167 -5.79025  0.09
H 24.36588 19.18679 -3.14520  0.03
H 17.29411 12.52784 -6.15008  0.08
H 24.58605 13.57306 -3.26135  0.04
H 16.31947 16.97566 -7.38207  0.10
H 20.45771 20.04657 -5.37171  0.06
H 23.45002 15.74148 -4.93747  0.09
H 22.95790 17.99045 -12.46109  0.11
H 28.04589 15.31045 -7.42524  0.05
H 23.93269 19.81949 -0.73146  0.05
H 25.94422 13.29078 -2.42203  0.04
H 22.06317 20.79226 -3.76070  0.06
H 18.67639 21.56831 -6.52777  0.11
H 22.32784 21.78456 -5.32469  0.08
H 17.09913 15.43390 -6.73513  0.08
H 24.57679 15.59618 -12.07378  0.09
H 21.55163 16.95798 -8.78262  0.07
H 22.86581 17.52424 -6.53896  0.06
H 25.11816 14.39876 -13.35846  0.12
H 27.92906 16.37735 -10.71403  0.11
H 26.99027 13.19293 -12.38184  0.16

Properties
Strongest force on any atom = 5.61 eV Å⁻¹
Spin multiplicity = 2
Net charge = +1
E_LUMO (alpha / beta) = -3.3 / -8.7 eV